57
Properties=species:S:1:pos:R:3:forces:R:3 method="wB97M-V/def2-TZVPD" gap_ev=8.7 multiplicity=1 homo_ev=-8.1 relative_energy_ev=0.152 charge=0
C -4.901 -2.981 -1.133 0.04 0.26 0.01
C -4.318 -1.723 -0.504 0.07 -0.28 0.11
C -3.137 -2.049 0.407 -0.10 0.38 -0.06
C -2.603 -0.820 1.143 -0.01 -0.45 0.25
N -2.115 0.197 0.219 -0.17 -0.17 0.19
C -2.926 1.282 -0.022 0.23 0.13 -0.10
O -3.980 1.469 0.539 -0.32 0.05 0.09
N -2.443 2.155 -0.961 -0.22 0.40 -0.20
C -1.233 2.109 -1.644 0.00 -0.17 0.23
O -0.996 2.994 -2.446 -0.03 0.25 -0.22
C -0.375 1.006 -1.271 0.11 -0.07 -0.06
C 0.959 0.964 -1.713 -0.17 -0.12 0.00
N 1.758 -0.009 -1.294 -0.37 -0.34 -0.01
C 3.193 0.043 -1.194 0.35 0.14 -0.07
C 3.708 -1.294 -0.652 0.18 0.24 -0.10
O 4.770 -1.423 -0.105 -0.03 0.03 -0.04
O 2.848 -2.275 -0.893 -0.33 0.02 -0.16
C 3.163 -3.580 -0.419 0.25 -0.36 0.25
H 4.056 -3.547 0.207 -0.13 -0.05 -0.08
H 3.334 -4.231 -1.277 -0.02 0.06 0.05
H 2.305 -3.933 0.151 0.04 0.02 -0.06
H 3.649 0.143 -2.188 -0.03 -0.05 0.16
C 3.686 1.214 -0.283 -0.05 0.02 0.12
C 2.567 1.795 0.515 0.19 0.34 -0.07
C 2.007 3.031 0.360 0.36 -0.20 -0.04
N 0.923 3.165 1.181 -0.26 0.38 0.01
C 0.752 2.007 1.884 0.16 -0.53 0.09
C -0.214 1.650 2.815 -0.10 0.03 0.06
C -0.125 0.393 3.373 -0.07 0.11 0.05
C 0.899 -0.490 3.020 0.13 -0.21 0.05
C 1.853 -0.145 2.090 -0.04 0.11 0.08
C 1.784 1.117 1.502 -0.25 0.33 0.17
H 2.643 -0.832 1.826 0.11 -0.13 0.00
H 0.933 -1.463 3.486 0.01 -0.09 0.03
H -0.860 0.084 4.102 -0.07 -0.01 0.06
H -1.006 2.332 3.088 -0.10 0.06 0.06
H 0.342 3.983 1.248 0.05 -0.08 -0.01
H 2.316 3.840 -0.273 0.03 0.12 -0.16
H 4.130 2.000 -0.894 0.06 -0.05 -0.02
H 4.463 0.813 0.372 0.04 0.09 -0.13
H 1.281 -0.681 -0.672 0.03 0.17 -0.20
C 1.477 1.962 -2.690 0.17 0.16 -0.02
H 2.542 1.851 -2.856 0.13 -0.07 -0.01
H 1.254 2.975 -2.367 0.02 -0.04 -0.05
H 0.947 1.829 -3.633 0.02 0.02 -0.02
C -0.866 0.007 -0.343 0.19 0.12 -0.16
O -0.239 -1.004 -0.024 -0.08 -0.15 0.00
H -3.044 2.939 -1.186 0.12 -0.17 0.06
H -1.768 -1.105 1.787 -0.16 0.09 -0.05
H -3.393 -0.354 1.733 0.14 -0.06 -0.03
H -2.328 -2.491 -0.177 0.01 -0.09 0.04
H -3.447 -2.778 1.158 0.02 -0.08 0.03
H -3.993 -1.043 -1.295 -0.04 0.08 0.01
H -5.088 -1.208 0.074 -0.01 0.09 -0.03
H -4.146 -3.499 -1.721 0.05 -0.11 -0.08
H -5.260 -3.661 -0.363 -0.05 -0.12 0.05
H -5.734 -2.732 -1.786 -0.09 -0.07 -0.09


54
Properties=species:S:1:pos:R:3:forces:R:3 method="wB97M-V/def2-TZVPD" gap_ev=6.6 multiplicity=1 homo_ev=-11.1 charge=+1
C 5.846 -2.063 1.008 -0.08 0.15 0.13
O 5.279 -0.892 1.630 -0.79 -0.02 -0.20
C 3.961 -0.636 1.429 0.07 -0.33 -0.37
C 3.129 -1.488 0.667 0.32 0.17 0.28
C 1.810 -1.122 0.455 -0.04 -0.33 -0.01
C 1.283 0.058 0.986 -0.53 0.53 -1.32
C -0.114 0.461 0.635 -0.01 -1.68 5.74
C -1.141 -0.513 0.954 0.30 0.96 -1.38
C -2.565 -0.238 0.987 -0.68 -0.59 0.34
C -3.333 0.914 0.851 -0.48 0.10 0.08
C -4.728 0.815 0.980 0.39 -0.12 0.01
C -5.350 -0.416 1.256 0.45 -0.49 -0.03
C -4.591 -1.585 1.433 -0.24 0.47 -0.17
C -3.218 -1.460 1.300 0.45 0.63 -0.07
N -2.230 -2.430 1.485 1.65 0.88 -0.38
C -2.465 -3.804 1.867 0.13 -0.59 0.17
C -1.000 -1.872 1.267 -1.00 -0.54 0.36
C 2.120 0.908 1.735 -0.23 -0.05 0.02
C 3.427 0.555 1.984 0.41 -0.32 -0.06
H 6.893 -2.053 1.316 -0.21 -0.08 -0.10
H 5.354 -2.980 1.365 0.18 0.30 -0.04
H 5.777 -2.010 -0.090 0.00 0.08 0.35
H 3.507 -2.421 0.243 -0.14 0.44 0.16
H 1.164 -1.793 -0.124 0.38 0.41 -0.01
H -0.393 1.458 0.964 0.20 0.03 -0.64
H -2.839 1.872 0.679 -0.29 -0.18 -0.07
H -5.351 1.704 0.873 0.24 -0.24 0.03
H -6.434 -0.479 1.326 0.25 0.10 0.02
H -5.027 -2.561 1.646 -0.16 0.44 -0.01
H -3.541 -3.975 1.887 0.24 -0.11 -0.03
H -1.994 -4.478 1.141 -0.24 0.14 0.15
H -2.053 -4.030 2.861 -0.15 0.22 -0.25
H -0.078 -2.427 1.441 -0.55 0.04 -0.07
H 1.699 1.825 2.157 0.27 -0.23 -0.20
H 4.087 1.192 2.573 -0.19 -0.17 -0.13
N 3.231 4.325 0.481 -1.74 -1.77 -1.87
N 2.598 3.604 -0.150 1.84 1.50 2.18
N 1.941 2.683 -0.644 0.28 0.55 0.11
C 1.433 2.971 -1.975 -0.54 -0.04 -0.72
C 0.594 1.776 -2.392 1.02 -0.70 -0.48
C -0.241 2.039 -3.645 -0.31 0.20 0.07
C -1.449 1.084 -3.524 0.19 -0.24 -0.13
C -1.475 0.621 -2.062 -0.46 -0.34 0.44
N -0.354 1.290 -1.368 -0.09 -0.07 -0.66
H 0.822 3.890 -2.021 0.20 -0.22 0.26
H 2.249 3.062 -2.714 -0.21 0.11 0.31
H 1.316 0.964 -2.626 -0.27 0.22 0.09
H -0.576 3.087 -3.653 0.09 -0.26 -0.03
H 0.349 1.859 -4.557 -0.25 0.12 0.33
H -2.399 1.564 -3.785 0.33 -0.14 -0.12
H -1.289 0.208 -4.166 -0.24 0.31 0.04
H -2.400 0.889 -1.540 0.10 -0.10 -0.34
H -1.376 -0.477 -1.989 -0.07 0.33 -0.09
H 0.133 0.522 -0.834 0.18 0.53 -1.69


58
Properties=species:S:1:pos:R:3:forces:R:3 method="wB97M-V/def2-TZVPD" gap_ev="7.4 / 6.1" multiplicity=2 homo_ev="-14.0 / -14.0" s2=0.75 relative_energy_ev=0.000 charge=+2
Yb -0.072 1.001 0.529 -0.23 0.68 0.04
N 0.867 3.221 1.219 -0.49 -0.31 -0.44
C -0.193 4.235 0.934 0.23 -0.15 0.12
C -1.515 3.738 1.457 -0.12 -0.17 -0.17
N -1.993 2.576 0.640 0.70 -0.26 0.23
H 0.937 3.122 2.222 0.10 -0.08 0.43
H 1.766 3.582 0.932 0.22 0.03 -0.15
H -0.243 4.381 -0.139 0.01 0.07 -0.21
H 0.044 5.192 1.388 0.08 0.12 0.11
H -2.242 4.542 1.448 -0.17 0.11 -0.04
H -1.417 3.397 2.482 0.00 -0.04 0.23
H -2.305 2.934 -0.250 -0.11 0.08 -0.37
H -2.816 2.198 1.090 -0.25 -0.19 0.16
C 2.105 -1.813 0.487 0.07 0.04 -0.25
C 1.022 -1.497 -0.517 0.26 -0.03 0.21
C 1.324 -1.246 -1.856 0.15 0.08 -0.24
C 0.335 -1.155 -2.822 0.24 0.02 -0.22
C -1.007 -1.234 -2.469 -0.33 0.07 -0.34
N -2.054 -1.046 -3.384 0.31 0.30 -0.05
C -2.152 -0.281 -4.555 -0.04 -0.10 0.05
O -3.037 -0.486 -5.340 0.26 0.04 0.14
N -1.199 0.725 -4.801 0.15 0.04 0.56
C -0.440 1.494 -3.916 -0.29 -0.41 -0.64
C 0.664 2.212 -4.365 0.22 0.07 -0.33
C 1.492 2.840 -3.452 0.18 0.09 -0.26
C 1.225 2.714 -2.105 -0.01 -0.06 0.03
N 0.129 2.084 -1.671 -0.04 -0.16 0.53
C -0.710 1.547 -2.562 -0.16 0.26 0.28
C -1.331 -1.488 -1.138 -0.17 0.00 0.19
C -0.329 -1.638 -0.182 -0.07 -0.25 -0.21
H 3.066 -1.387 0.198 -0.03 0.01 -0.01
H 2.237 -2.894 0.554 0.00 -0.06 -0.01
H 1.853 -1.483 1.489 -0.06 0.08 0.26
H 2.364 -1.194 -2.160 -0.05 0.01 0.00
H 0.611 -1.028 -3.864 -0.03 -0.02 0.12
H -2.876 -1.618 -3.270 -0.12 -0.06 0.02
H -1.213 1.000 -5.769 -0.04 0.13 -0.15
H 0.886 2.257 -5.431 -0.02 -0.01 0.20
H 2.363 3.395 -3.781 -0.11 -0.06 0.00
H 1.886 3.139 -1.362 0.02 -0.02 0.01
H -1.637 1.146 -2.182 -0.10 -0.14 0.05
H -2.369 -1.649 -0.863 0.01 0.06 0.02
H -0.580 -2.023 0.793 -0.09 0.12 0.30
O 0.379 -5.933 4.422 -0.03 0.23 -0.02
C 1.192 -5.003 3.891 -0.11 -0.28 0.02
O 2.241 -5.307 3.407 0.15 0.11 -0.02
C 0.701 -3.582 3.863 0.06 -0.06 -0.07
C -0.552 -3.265 3.357 -0.19 0.05 -0.04
C -0.895 -1.936 3.125 0.05 -0.08 0.16
C 0.018 -0.924 3.408 0.06 -0.12 0.07
S -0.349 0.783 3.041 -0.05 0.03 -0.31
C 1.240 -1.242 4.006 0.03 0.03 -0.06
C 1.585 -2.568 4.211 0.14 0.10 0.03
H -0.364 -5.515 4.874 -0.06 -0.07 0.06
H -1.257 -4.055 3.108 0.08 0.11 0.02
H -1.871 -1.686 2.728 -0.02 -0.01 0.02
H 1.931 -0.452 4.279 -0.06 -0.06 -0.02
H 2.556 -2.827 4.624 -0.13 0.04 -0.08


53
Properties=species:S:1:pos:R:3:forces:R:3 method="wB97M-V/def2-TZVPD" gap_ev=6.3 multiplicity=1 homo_ev=-10.3 charge=+1
C -2.044 0.446 -4.826 -0.44 0.04 -0.49
C -0.789 -0.204 -4.359 -0.19 -0.05 0.00
N -0.512 0.062 -3.072 0.55 -0.38 -0.24
B -1.537 0.924 -2.411 0.47 -0.29 0.88
H -1.295 0.941 0.294 -0.10 0.21 -0.74
C 0.575 -0.429 -2.456 0.35 -0.08 0.38
C 0.847 -0.094 -1.025 0.42 -0.13 0.24
C 1.430 -1.242 -3.177 0.20 -0.23 -0.30
C 1.187 -1.544 -4.518 -0.34 0.29 0.22
C 0.040 -1.007 -5.111 0.04 0.06 -0.07
H -2.179 0.232 -5.882 -0.18 0.14 -0.11
H -2.941 0.077 -4.302 0.32 -0.08 -0.08
H -2.026 1.542 -4.710 0.16 -0.19 -0.04
H -1.192 2.040 -2.285 -0.46 0.34 0.07
H -2.427 0.283 -1.981 -0.41 0.47 0.04
H 1.824 -0.506 -0.742 -0.24 0.11 -0.09
H 0.901 0.978 -0.816 -0.09 0.05 -0.27
H 0.126 -0.512 -0.313 -0.10 -0.05 -0.43
H 2.290 -1.617 -2.635 0.00 -0.08 -0.29
H 1.868 -2.172 -5.089 -0.17 0.15 0.18
H -0.251 -1.164 -6.147 0.30 -0.16 0.16
C -2.596 -4.746 3.265 -0.07 0.80 0.29
O -3.089 -3.450 3.650 0.07 -0.23 0.06
C -2.447 -2.336 3.219 0.16 0.06 -0.53
C -3.164 -1.124 3.396 0.48 -1.12 0.08
C -2.685 0.024 2.820 0.29 -0.06 -0.11
C -1.490 0.011 2.103 0.29 0.16 0.17
C -1.148 1.248 1.322 0.37 0.30 0.48
C 0.264 1.795 1.428 0.14 0.13 0.76
C 0.522 3.033 0.812 -0.04 -0.55 0.29
C 1.813 3.490 0.692 0.68 -0.27 0.12
C 2.885 2.701 1.179 -0.20 -0.47 -0.15
O 4.114 3.087 0.752 0.19 -0.11 0.29
C 5.239 2.238 1.033 -0.53 0.42 0.09
C 2.635 1.564 1.982 0.23 0.81 -0.72
C 1.311 1.150 2.114 -0.48 0.21 -0.08
C -0.715 -1.156 2.046 -0.23 -0.01 0.02
C -1.183 -2.355 2.571 -1.04 -0.07 0.61
H -3.304 -5.440 3.720 0.27 -0.02 -0.15
H -2.598 -4.844 2.171 0.06 -0.02 0.23
H -1.587 -4.881 3.673 -0.19 -0.24 -0.13
H -4.084 -1.139 3.970 0.05 -0.09 -0.14
H -3.230 0.960 2.896 -0.03 -0.16 0.05
H -1.879 2.062 1.491 0.29 -0.47 0.10
H -0.320 3.628 0.452 0.26 -0.15 -0.09
H 2.040 4.428 0.193 0.04 -0.19 0.07
H 6.077 2.765 0.572 -0.02 -0.30 0.20
H 5.374 2.147 2.120 0.16 -0.03 -0.33
H 5.095 1.246 0.578 0.07 0.25 0.14
H 3.447 0.990 2.450 -0.45 0.40 -0.22
H 1.116 0.325 2.801 -0.08 0.19 -0.45
H 0.285 -1.176 1.611 -0.41 0.14 -0.07
H -0.593 -3.279 2.484 -0.40 0.58 0.08


Number 1: molecular weight 426.473 g mol⁻¹, energy -39437.0017 eV, largest force on an atom 0.56 eV Å⁻¹. Number 2: molecular weight 376.484 g mol⁻¹, energy -32723.7300 eV, largest force on an atom 5.98 eV Å⁻¹. Number 3: molecular weight 613.589 g mol⁻¹, energy -79182.8314 eV, largest force on an atom 0.81 eV Å⁻¹. Number 4: molecular weight 348.275 g mol⁻¹, energy -29506.0363 eV, largest force on an atom 1.22 eV Å⁻¹.